[1]
The following is a DFT calculation (ωB97M-V with the def2-TZVPD basis set) of C5H9NOS as an isolated structure.

## Properties
HOMO-LUMO gap = 9.38 eV
Spin multiplicity = 1
Energy = -19699.523 eV
Total charge = 0

Last column: Löwdin charge in e.
Atoms and positions in Å:
C1 0.4057 -0.7608 -0.1891  -0.5673
C2 -0.1866 -0.2366 1.0379  -0.3868
C3 0.3264 1.2202 1.2991  -0.2806
C4 -0.2643 0.1829 -1.1371  -0.5221
C5 -1.6652 -0.0612 -0.7542  -0.1890
H1 2.4754 0.0884 0.5515  0.2353
H2 2.2672 -0.7896 -1.4198  0.1965
H3 -0.1937 -1.7318 -0.4409  0.1816
H4 -0.0964 -0.9744 1.7938  0.1461
H5 -0.3498 1.6563 1.9632  0.0616
H6 1.3090 1.1419 1.6473  0.0218
H7 0.0201 -0.1366 -2.1461  0.1256
H8 -2.0441 -1.0876 -1.0468  0.1259
H9 -2.5012 0.5670 -1.1856  0.1357
N1 1.8162 -0.9133 -0.2145  -0.0195
O1 -1.5878 -0.0551 0.7673  -0.1203
S1 0.2691 1.8904 -0.5262  0.8553

---

[2]
The following is a DFT calculation (ωB97M-V with the def2-TZVPD basis set) of a 2-piece molecular cluster, C6H14NO overall.

## Properties
HOMO-LUMO gap = 8.91 eV
Spin multiplicity = 1
Energy = -9978.650 eV
Total charge = +1

Last column: Löwdin charge in e.
Atoms and positions in Å:
C1 -1.5392 1.5087 -2.2919  -0.0838
C2 -0.2033 2.1352 -1.8000  -0.2330
C3 0.4184 1.4980 -0.5619  -0.2138
C4 0.5947 0.0479 -0.5085  -0.0484
C5 0.6609 -0.8076 0.5025  -0.0906
N1 1.0726 -2.1447 0.3876  0.0668
C6 1.1482 -2.9005 1.4103  0.1858
H1 -1.9684 0.8681 -1.5156  0.0698
H2 -1.4345 0.8762 -3.1661  0.0707
H3 -2.1937 2.3584 -2.4188  0.0694
H4 -0.4003 3.1676 -1.5255  0.1069
H5 0.5260 2.1176 -2.6111  0.1100
H6 -0.0284 1.8817 0.3663  0.1281
H7 1.4080 1.9579 -0.3998  0.1393
H8 0.8143 -0.3894 -1.4815  0.1360
H9 0.5965 -0.4457 1.5214  0.1241
H10 1.5146 -2.4183 -0.4811  0.1861
H11 0.8459 -2.5979 2.4004  0.1058
H12 1.4799 -3.9260 1.3328  0.1249
H13 -1.3084 -0.3280 3.1271  0.0469
H14 -1.0020 -1.2554 4.3331  0.0481
O1 -1.0021 -1.2038 3.3802  -0.0492

---

[3]
The following is a DFT calculation (ωB97M-V with the def2-TZVPD basis set) of C19H19N4O4ReSi2 as an isolated structure.

## Properties
<S²> = 0.756
HOMO-LUMO gap (alpha / beta) = 7.13 / 6.86 eV
Spin multiplicity = 2
Energy = -52049.960 eV
Total charge = -1

Last column: Löwdin spin population.
Atoms and positions in Å:
Re1 0.3914 0.2193 0.4813  0.7678
C1 3.6658 0.6999 -1.0673  0.0018
Si1 2.8606 -0.1867 0.4184  0.0160
C2 3.6682 0.3911 2.0463  0.0067
C3 3.3169 -1.9942 0.1515  -0.0022
C4 4.6230 -2.4867 0.2474  -0.0004
C5 4.9137 -3.7892 -0.1186  0.0001
C6 3.8992 -4.6160 -0.5973  0.0002
C7 2.6037 -4.1379 -0.6865  -0.0004
C8 2.2943 -2.8276 -0.3062  -0.0017
Si2 0.5281 -2.1546 -0.2659  0.0271
C9 -0.4088 -3.3623 0.8613  0.0146
C10 -0.2160 -2.3237 -1.9894  -0.0024
H1 4.5229 1.3029 -0.7550  0.0003
H2 2.9908 1.3528 -1.6172  0.0003
H3 4.0340 -0.0592 -1.7602  -0.0002
H4 4.6039 0.9157 1.8334  0.0005
H5 3.9021 -0.4754 2.6671  0.0002
H6 3.0446 1.0612 2.6396  -0.0002
H7 5.4240 -1.8458 0.6038  0.0000
H8 5.9269 -4.1647 -0.0402  0.0000
H9 4.1247 -5.6338 -0.8923  0.0000
H10 1.8217 -4.7994 -1.0468  0.0000
H11 0.0520 -4.3497 0.7757  0.0010
H12 -1.4571 -3.4637 0.5699  0.0004
H13 -0.3725 -3.0808 1.9134  -0.0002
H14 -0.0167 -3.3156 -2.4047  -0.0006
H15 0.1838 -1.5764 -2.6754  -0.0002
H16 -1.2972 -2.1804 -1.9494  0.0003
O1 -0.3882 6.9313 -0.9232  0.0002
C11 0.7241 6.5187 -0.5633  0.0000
O2 1.7796 7.1097 -0.2822  -0.0001
C12 0.8118 4.9750 -0.4256  0.0006
C13 1.8788 4.3818 0.2342  -0.0002
C14 1.9273 3.0118 0.3765  0.0016
N1 0.9796 2.2072 -0.1238  0.0138
C15 -0.0366 2.7807 -0.8068  0.0031
C16 -0.1665 4.1411 -0.9592  0.0016
C17 -0.9831 1.8003 -1.4313  0.0055
O3 -1.9160 2.0949 -2.1217  0.0159
O4 -0.6566 0.5248 -1.1526  0.0197
H17 2.6565 5.0270 0.6205  0.0000
H18 2.7369 2.5221 0.8983  -0.0003
H19 -1.0094 4.5700 -1.4838  0.0002
N2 -3.9825 -3.4400 2.7456  0.0023
C18 -3.4565 -2.4147 2.6783  0.0049
N3 -2.9184 -1.2101 2.6727  0.0282
C19 -1.8071 -0.8538 2.2508  0.0488
N4 -0.7270 -0.4505 1.9607  0.0251

---

[4]
The following is a DFT calculation (ωB97M-V with the def2-TZVPD basis set) of C24H31F4IrN8O6 as an isolated structure.

## Properties
<S²> = 8.764
HOMO-LUMO gap (alpha / beta) = 8.31 / 4.70 eV
Spin multiplicity = 6
Energy = -63297.376 eV
Total charge = +1

Last column: Löwdin spin population.
Atoms and positions in Å:
Ir1 -0.6315 -0.2904 -0.5314  3.0093
O1 -4.9551 0.6367 0.1667  0.2323
C1 -3.7788 0.7697 -0.0606  0.0995
O2 -2.9242 0.0435 -0.6127  0.1979
C2 -3.1799 2.2106 0.5275  0.1293
C3 -2.1848 1.8586 1.6435  0.0217
C4 -1.9595 3.1257 2.4841  0.0157
C5 -1.1332 3.9931 1.5060  0.0108
C6 -0.9909 3.0456 0.3027  0.0243
O3 -0.9428 1.7511 0.9270  0.0627
C7 -2.3344 2.9900 -0.4290  0.0885
C8 -2.1148 2.2154 -1.8676  0.0757
O4 -2.9430 2.5018 -2.6912  0.1700
O5 -1.0967 1.4686 -1.8980  0.1665
H1 -4.0766 2.7216 0.8577  0.0062
H2 -2.3794 0.9527 2.2071  -0.0003
H3 -2.8906 3.5884 2.8031  0.0008
H4 -1.3822 2.8593 3.3681  0.0042
H5 -1.6272 4.9233 1.2329  0.0007
H6 -0.1536 4.2368 1.9145  0.0038
H7 -0.1247 3.2076 -0.3321  -0.0008
H8 -2.7500 3.9517 -0.7109  0.0041
C9 -3.8268 -4.3419 2.0150  0.0011
N1 -2.8966 -3.2328 1.9596  0.0035
C10 -2.4311 -2.5026 3.1181  0.0041
C11 -1.5124 -1.4608 2.4793  0.0064
O6 -0.8718 -0.6226 3.0719  0.0019
N2 -1.5922 -1.6124 1.1176  0.0907
C12 -2.4192 -2.6522 0.8535  0.0092
N3 -2.7258 -3.0607 -0.3627  0.0015
H9 -3.7471 -4.8156 2.9899  0.0002
H10 -3.5765 -5.0867 1.2595  0.0000
H11 -4.8578 -4.0124 1.8680  0.0001
H12 -1.8962 -3.1355 3.8271  0.0003
H13 -3.2509 -2.0044 3.6423  0.0002
H14 -2.2410 -2.6450 -1.1398  0.0003
H15 -3.3284 -3.8480 -0.5155  0.0000
F1 4.9355 -1.3782 3.8659  0.0000
C13 4.1177 -0.3231 3.9759  -0.0001
F2 4.8638 0.7897 3.9439  0.0001
F3 3.5222 -0.3869 5.1747  -0.0001
C14 3.0893 -0.3244 2.8691  -0.0015
C15 2.5115 -1.5138 2.4591  0.0040
C16 1.5543 -1.4683 1.4649  0.0087
N4 1.1889 -0.3257 0.8855  0.1206
C17 1.7590 0.8162 1.2687  0.0102
C18 2.7139 0.8660 2.2663  0.0044
H16 2.8040 -2.4546 2.9033  0.0007
H17 1.0708 -2.3669 1.1027  0.0007
H18 1.4524 1.7158 0.7585  0.0011
H19 3.1579 1.8056 2.5599  0.0007
F4 -0.2412 -2.1967 -1.2452  0.2288
C19 2.3382 -1.0400 -1.8755  0.0036
N5 1.2124 -0.1037 -2.1476  0.1381
C20 0.6160 -0.4808 -3.4645  0.0046
N6 1.6095 -0.4193 -4.5174  0.0080
C21 2.7011 -1.3400 -4.2014  0.0007
N7 3.3341 -0.9815 -2.9277  0.0086
C22 3.8462 0.3856 -3.0256  0.0008
N8 2.7707 1.3319 -3.3285  0.0086
C23 1.7739 1.2662 -2.2775  0.0036
C24 2.1452 0.9387 -4.5971  0.0007
H20 1.9356 -2.0485 -1.8026  0.0001
H21 2.8083 -0.7665 -0.9302  -0.0005
H22 -0.1985 0.2089 -3.6857  0.0010
H23 0.2257 -1.4941 -3.3863  0.0001
H24 3.4464 -1.2983 -4.9956  0.0004
H25 2.3090 -2.3556 -4.1311  0.0000
H26 4.5971 0.4327 -3.8143  0.0005
H27 4.3156 0.6629 -2.0790  0.0000
H28 0.9635 1.9549 -2.5065  0.0000
H29 2.2445 1.5446 -1.3316  0.0000
H30 2.8942 0.9837 -5.3877  0.0005
H31 1.3386 1.6356 -4.8306  0.0000

---

How do the records compare in maximum force? In the order shown, they have 5.8; 2.1; 0.6; 0.8 eV/Å.